This record from the OMol25 dataset describes a 2-piece molecular cluster, CH6NO2 overall. The level of theory is ωB97M-V/def2-TZVPD.

## Properties
- multiplicity = 2
- charge = 0
- frontier orbital gap (alpha / beta) (eV) = 11.6 / 8.9
- highest occupied orbital energy (alpha / beta) (eV) = -10.78 / -10.75
- E_LUMO (alpha / beta) (Eh) = 0.0295 / -0.0697

Positions of all 10 atoms, in Å:
O1 -0.8410 -1.6738 -2.2879
H1 -0.4424 -1.2016 -1.5495
N1 -0.3980 0.0484 0.1129
C1 0.3699 0.4547 1.2059
O2 0.4050 1.8874 1.5282
H2 -0.3275 -2.4678 -2.4478
H3 0.0474 0.4560 -0.6938
H4 0.0416 0.0907 2.1544
H5 1.4276 0.2044 1.0512
H6 -0.2828 2.2015 0.9264

=====

This record from the OMol25 dataset describes a 2-piece molecular cluster, CH6NO3S overall. The level of theory is ωB97M-V/def2-TZVPD.

## Properties
- multiplicity = 1
- charge = +1
- frontier orbital gap (eV) = 7.9
- highest occupied orbital energy (eV) = -13.24
- E_LUMO (Eh) = -0.1959

Positions of all 12 atoms, in Å:
C1 1.3605 0.3536 0.1797
N1 2.3941 -0.3965 0.1743
O1 -1.4601 0.5261 0.5864
O2 -2.8611 1.0049 0.7896
O3 -1.3386 -0.8957 -1.4947
S1 -1.3408 -0.9386 0.1679
H1 1.0929 0.7828 1.1465
H2 0.8024 0.3767 -0.6940
H3 2.8787 -0.7525 -0.6711
H4 3.2111 -0.6351 0.8368
H5 -2.7332 1.8995 0.9223
H6 -2.0060 -1.3251 -1.9438

=====

This record from the OMol25 dataset describes a 2-piece molecular cluster, CH6NOPSi overall. The level of theory is ωB97M-V/def2-TZVPD.

## Properties
- multiplicity = 1
- charge = 0
- frontier orbital gap (eV) = 9.7
- structure (SMILES) = [SiH3]P.N=C=O
- highest occupied orbital energy (eV) = -9.07
- E_LUMO (Eh) = 0.0237

Positions of all 11 atoms, in Å:
C1 0.3088 -2.0751 1.9425
N1 0.7810 -2.7719 1.1105
O1 -0.4462 -1.6249 2.6894
Si1 -0.9744 1.7268 -1.5328
P1 0.5934 1.5308 0.2717
H1 1.5660 -3.0463 0.6274
H2 1.5183 0.7785 -0.4886
H3 -0.2889 0.7464 -2.3000
H4 -0.9954 3.1892 -1.9328
H5 -2.2164 1.1426 -1.1855
H6 0.1538 0.4039 0.7981